1.
Here is a molecular structure, C42H36N3O3PS3Sn at a distorted geometry from the Open Molecules 2025 dataset. Energies are from the ωB97M-V functional and the def2-TZVPD basis.

Last column: Löwdin charge in e.
Positions of all 89 atoms, in Å:
C1 4.0885 -2.1773 1.0833  -0.182
H1 3.4989 -6.2980 -1.8973  0.107
H2 -5.9427 -1.8881 1.4184  0.129
H3 -4.3606 4.8269 1.4375  0.103
H4 2.1091 -2.5431 1.9645  0.106
C2 -1.2121 3.4864 -0.3808  -0.126
C3 0.7156 -2.7739 -1.2139  -0.075
C4 -2.5122 -0.2202 -3.2247  -0.065
C5 -3.4890 3.1786 0.4710  -0.026
H5 4.1698 3.7603 5.0568  0.131
H6 -2.6177 -1.1455 -5.1445  0.108
P1 -2.4231 1.0197 -0.8268  1.075
H7 0.3961 -3.0302 -3.8605  0.116
N1 2.5457 2.6589 -0.3641  0.202
C6 -6.3506 0.1338 -1.2019  -0.013
H8 4.3415 -3.1524 0.6215  0.115
C7 1.4182 -0.8545 4.2124  -0.424
H9 -7.1005 0.4588 -1.9461  0.136
C8 0.9706 -2.1480 4.1547  -0.173
C9 -2.2843 2.6783 -0.1188  -0.362
H10 5.9747 -1.0855 0.4665  0.081
S1 4.4539 0.2173 1.9038  1.059
H11 -0.9435 -0.3324 3.3097  0.069
H12 3.7587 2.0179 -2.5988  0.167
C10 -5.0734 0.7837 -1.1882  -0.065
C11 1.3424 -3.7340 -2.1161  -0.268
C12 1.4569 -1.9277 6.3906  -0.365
H13 -4.9638 1.6594 -1.7978  0.121
C13 2.2176 -4.6658 -1.5712  -0.025
C14 3.3250 3.3256 4.4787  -0.152
C15 2.2448 1.6790 -1.2984  -0.525
H14 -0.7532 2.7167 -5.1513  0.126
H15 2.1517 5.0573 3.6756  0.081
C16 -6.5716 -0.9209 -0.3531  -0.045
H16 -3.0760 -0.9418 -2.6727  0.105
C17 0.2559 -2.0620 -0.3131  -0.127
H17 -0.3710 3.0426 -0.8546  0.071
C18 -2.1611 0.9761 -2.6027  -0.370
H18 1.9625 2.6081 0.4464  0.025
H19 3.6752 -0.4881 -3.2983  0.073
C19 -4.3382 -0.6749 0.5602  -0.150
H20 1.9945 -0.4550 -2.7601  0.083
C20 2.4605 -5.7037 -3.6895  -0.064
C21 -3.5271 4.5808 0.8229  -0.001
S2 1.2349 2.9362 2.9515  1.014
H21 -2.4916 6.4598 0.7579  0.123
H22 0.6663 -3.8007 5.5410  0.115
H23 1.2908 -4.8812 -5.2663  0.117
H24 1.6589 -2.1148 7.4196  0.059
C22 -1.5354 2.0595 -3.2311  -0.054
H25 -0.3399 5.4241 0.0097  0.122
H26 0.6293 -2.5982 3.1701  0.133
C23 -4.0142 0.2565 -0.4664  -0.319
C24 1.5395 -4.8332 -4.2155  -0.058
C25 5.0034 -1.1232 0.9927  -0.387
H27 -4.2730 2.4882 0.5932  0.074
H28 -3.8040 -1.5512 2.5003  0.137
O1 1.1321 1.0414 -1.2053  -0.159
O2 0.6931 0.1586 2.1133  -0.365
C26 -3.4060 -0.9975 1.6870  -0.020
H29 -7.4845 -1.5467 -0.4742  0.145
C27 2.3193 3.9744 3.8472  -0.385
C28 2.9198 -0.5679 2.2353  -0.427
C29 -1.2377 1.8951 -4.5965  -0.044
H30 4.0107 1.2352 4.6001  0.100
H31 3.5079 2.9327 -0.1799  0.122
C30 2.9666 -1.8634 1.7981  -0.157
C31 2.8367 0.1465 -3.1814  -0.012
H32 -1.4464 3.0422 -2.7384  0.112
S3 1.7401 -0.3187 5.8507  1.090
H33 2.5666 0.4313 -4.2087  0.092
C32 -5.6544 -1.1936 0.6447  0.006
N2 3.0118 1.3630 -2.3326  0.064
N3 -2.1866 -0.6004 1.8806  -0.078
H34 2.3543 -4.6885 -0.4314  0.144
C33 1.7952 0.0860 2.9759  -0.533
O3 -1.8099 -0.7877 3.2537  -0.013
C34 2.1336 1.5412 3.4018  -0.508
C35 1.0070 -2.7791 5.3766  -0.155
C36 2.8156 -5.6427 -2.3750  -0.049
C37 -2.3846 5.3911 0.5782  -0.031
C38 3.2461 1.9101 4.2255  -0.176
C39 -1.2472 4.8247 0.0261  -0.046
Sn1 -0.3584 -0.1649 0.3450  1.321
C40 -1.4921 0.6929 -5.2534  -0.038
C41 -2.2266 -0.3137 -4.6023  -0.029
H35 -1.1617 0.5928 -6.2722  0.115
H36 2.9806 -6.3510 -4.3237  0.103
C42 1.0369 -3.8082 -3.4502  -0.049

Lowest unoccupied orbital energy: -0.2569 hartree
HOMO: -12.19 eV
M: 876.654 g mol⁻¹
Energy above the lowest of the compared OMol25 structures with the same formula, charge and spin: 12.1 kcal/mol
Max |F|: 0.0794 hartree/bohr
Net charge: +2
Spin multiplicity: 1

2.
Here is 7 unconnected molecules or ions with the total composition C42H37B3BrF13O3 at a distorted geometry from the Open Molecules 2025 dataset. Energies are from the ωB97M-V functional and the def2-TZVPD basis.

Last column: Löwdin charge in e.
Positions of all 99 atoms, in Å:
F1 -0.4517 -0.3140 5.4591  0.043
C1 -6.9968 -4.5814 -2.3603  -0.082
F2 3.1150 -0.3639 -2.3848  0.147
H1 -7.1697 -6.6778 6.1288  0.104
H2 7.2043 7.3507 1.0906  0.117
C2 -1.0354 -4.2904 0.4727  -0.523
C3 7.1692 6.4982 -2.6746  -0.080
F3 3.0766 -0.2148 0.4840  0.186
C4 -2.6011 2.5869 5.5396  -0.082
C5 -0.0951 -5.2573 1.1715  -0.295
H3 -4.4315 -6.1108 2.0594  0.095
O1 -0.9082 -1.7924 -0.2090  0.277
O2 0.3538 -0.2795 1.0684  0.303
C6 2.5855 4.9909 -2.4706  -0.067
H4 -0.2222 -4.4514 3.1805  0.071
H5 -1.4192 -5.6917 2.8538  0.053
C7 -0.9268 0.9108 5.7717  -0.289
H6 -6.3664 -6.3834 -1.3529  0.118
H7 0.9215 -4.8890 1.0783  0.108
C8 -5.1217 -4.7100 -0.8990  -0.279
C9 8.3250 6.6924 -0.6028  -0.289
C10 -7.1906 -6.5132 3.9903  -0.095
C11 -0.2039 1.7058 6.6370  -0.016
F4 2.5946 -2.3685 0.4285  0.176
F5 1.9802 4.6532 -5.5512  0.039
C12 -4.4597 -6.2887 4.1815  -0.278
H8 1.9748 0.3463 -8.4336  0.101
C13 2.5851 6.0150 -0.3197  -0.296
H9 1.9861 2.2517 -4.5914  0.100
C14 2.6262 3.6411 -0.4801  -0.072
C15 1.9777 1.1527 -6.4470  -0.075
B1 -0.7298 -2.7711 0.7826  -0.614
H10 7.1649 6.2509 -3.7274  0.104
C16 -0.4040 -5.3843 2.6646  -0.075
B2 -0.2013 -0.9614 2.1339  -0.258
H11 2.6439 2.6676 -0.0097  0.095
H12 -2.6550 0.6752 4.5390  0.115
C17 0.9668 -0.4321 -1.4227  -0.280
C18 1.9799 3.5281 -6.3037  -0.274
C19 1.9745 3.6460 -7.6777  -0.018
C20 1.9765 2.4900 -8.4441  -0.083
H13 2.5813 5.0657 -3.5471  0.084
C21 -6.7352 -3.2349 -2.5676  -0.093
H14 9.2653 6.0525 -2.4092  0.116
C22 6.0038 6.9278 -2.0562  -0.092
C23 3.1238 -1.3294 -0.2678  -0.490
C24 1.9827 2.3021 -5.6714  -0.008
H15 0.2856 -6.1108 3.0781  0.080
H16 -2.2690 4.3877 6.6544  0.101
C25 2.3395 -1.1373 -1.5856  -0.353
H17 -3.5361 2.9269 5.1163  0.105
H18 -5.4483 -1.5853 -2.0954  0.107
H19 5.0910 7.0187 -2.6266  0.088
C26 -6.5747 -6.5579 5.2341  -0.084
C27 -5.1956 -6.4481 5.3373  -0.017
H20 -4.6949 -6.4846 6.2953  0.117
C28 -6.1840 -5.3304 -1.5225  -0.018
H21 -7.8360 -5.0528 -2.8528  0.105
C29 2.6162 4.7847 0.3044  -0.011
O3 -0.3043 -2.3406 2.0118  0.280
C30 7.1776 7.1190 0.0344  -0.014
H22 -0.1366 3.6027 7.6229  0.105
C31 -0.6931 2.9647 6.9506  -0.082
C32 -5.6585 -2.6331 -1.9320  -0.075
H23 0.7243 1.3399 7.0546  0.118
H24 -7.3690 -2.6558 -3.2248  0.102
H25 -4.0021 -2.9180 -0.5814  0.111
H26 2.6271 2.8488 -2.4701  0.079
C33 2.6142 3.7437 -1.8644  -0.084
H27 -0.6256 -0.4100 3.0788  0.115
H28 2.6337 4.7293 1.3846  0.118
C34 2.5675 6.1399 -1.6931  -0.032
F6 4.4087 -1.6116 -0.5543  0.181
F7 2.1881 -2.3339 -2.1712  0.166
H29 -6.9006 -6.3242 1.8716  0.102
F8 1.1780 0.9097 -1.4471  0.122
C35 -1.8906 3.4061 6.4048  -0.095
Br1 -0.8679 -4.5662 -1.4794  0.763
H30 1.9727 0.1841 -5.9663  0.106
C36 -4.8446 -3.3715 -1.0872  -0.012
H31 -0.1390 -6.2344 0.7122  0.095
F9 9.4639 6.5763 0.1109  0.053
B3 0.0873 -0.8614 -0.1391  -0.461
H32 -2.0754 -4.4812 0.7191  0.082
F10 0.2581 -0.7541 -2.5443  0.121
H33 5.1027 7.5767 -0.2207  0.096
H34 1.9686 4.6268 -8.1338  0.117
C37 6.0097 7.2394 -0.7039  -0.074
H35 1.9778 2.5634 -9.5228  0.104
H36 -8.2659 -6.6014 3.9167  0.100
C38 8.3443 6.3806 -1.9467  -0.020
C39 1.9765 1.2445 -7.8316  -0.094
C40 -2.1182 1.3280 5.2141  -0.022
H37 2.5403 7.1240 -2.1430  0.120
F11 2.5764 7.1337 0.4393  0.045
F12 -4.3248 -5.4344 -0.0824  0.033
F13 -3.1160 -6.1745 4.2629  0.048
C41 -6.4255 -6.3562 2.8428  -0.075
C42 -5.0471 -6.2402 2.9365  -0.013

Lowest unoccupied orbital energy: 0.0089 hartree
HOMO: -9.06 eV
M: 949.069 g mol⁻¹
Energy above the lowest of the compared OMol25 structures with the same formula, charge and spin: 0.0 kcal/mol
Max |F|: 0.0198 hartree/bohr
Spin multiplicity: 1